Entry 1:
Molecular formula: C4H5HgO
Method: DFT, the ωB97M-V functional and the def2-TZVPD basis

Computed properties:
Maximum force ... 0.1406 hartree/bohr
Gap between HOMO and LUMO (alpha / beta) ... 0.1890 / 0.1858 Ha
Charge ... -1
HOMO (alpha / beta) ... -1.476 / -3.702 eV
Multiplicity ... 3
Energy relative to the best compared isomer or geometry (same formula, charge and spin) ... 0.3065 eV

```
11
Properties=species:S:1:pos:R:3:forces:R:3
C -2.3017 -0.8241 0.0737 -3.5 -4.2 -4.3
C -1.5422 0.0199 0.8147 3.9 4.5 4.1
C 0.9425 1.0692 -0.6875 -0.6 0.2 -0.2
C 2.0596 0.6489 -0.3527 0.8 -0.5 0.0
O 3.1449 0.1752 0.0016 -1.7 1.0 0.1
Hg 5.0625 -1.1632 -0.2727 0.9 -0.6 -0.1
H -2.9387 -0.4197 -0.7212 0.1 -0.2 0.3
H -1.9475 -1.8411 -0.1212 -0.2 0.3 0.0
H -0.8986 -0.3768 1.6055 -0.2 0.2 -0.2
H -1.8635 1.0573 0.9608 0.2 -0.4 0.0
H 0.2827 1.6544 -1.3010 0.2 -0.3 0.3
```
Positions in Å, forces in eV/Å.

***

Entry 2:
Molecular formula: C4H5IN
Method: DFT, the ωB97M-V functional and the def2-TZVPD basis

Computed properties:
Maximum force ... 0.0992 hartree/bohr
Gap between HOMO and LUMO ... 0.2746 Ha
Charge ... -1
HOMO ... -3.775 eV

```
11
Properties=species:S:1:pos:R:3:forces:R:3
I -1.7101 -3.9013 -0.6043 0.1 0.1 0.0
N 0.1303 -0.7488 -0.2148 -0.5 2.0 0.8
C -0.6274 -0.1127 0.7567 0.5 0.6 -0.8
C -0.2351 1.2501 0.7642 -3.3 -2.0 3.1
C 0.7690 1.4018 -0.0848 3.0 -0.4 -4.1
C 0.9517 0.1885 -0.7852 0.0 0.1 0.7
H -0.0480 -1.6947 -0.5207 -0.1 -0.4 -0.1
H -1.3953 -0.6399 1.3032 0.1 0.0 -0.1
H -0.7076 2.0152 1.3624 0.1 -0.1 0.2
H 1.3153 2.3001 -0.3320 -0.1 0.1 0.0
H 1.5572 -0.0585 -1.6447 0.1 0.0 0.2
```
Positions in Å, forces in eV/Å.

***

Entry 3:
Molecular formula: C4H5IN2O
Method: DFT, the ωB97M-V functional and the def2-TZVPD basis

Computed properties:
Maximum force ... 0.0591 hartree/bohr
Gap between HOMO and LUMO ... 0.2746 Ha
HOMO ... -8.393 eV
Energy relative to the best compared isomer or geometry (same formula, charge and spin) ... 2.8617 eV

```
13
Properties=species:S:1:pos:R:3:forces:R:3
C -0.3329 -0.8143 -1.1151 -0.8 1.2 -0.3
C -0.8130 -1.6985 0.7339 0.1 -1.9 -1.0
C -0.4413 0.2755 -0.2420 -0.4 -2.2 1.7
C -0.0719 1.6084 -0.3398 1.3 -0.8 1.9
N -0.6975 -1.9987 -0.6104 0.7 1.1 2.7
N -0.8227 -0.3797 0.9958 1.7 1.0 -0.6
O 1.9494 1.8452 0.2509 -1.7 -1.0 -0.5
I 2.8686 0.1089 0.1597 -0.4 0.7 0.0
H -0.1078 -0.6800 -2.1351 0.3 -0.1 -1.1
H -0.7521 -2.5842 1.4348 -0.6 1.7 -0.4
H 0.1476 1.8365 -1.3134 0.6 1.2 -2.1
H -0.4383 2.3498 0.3486 0.1 0.1 0.0
H -0.4880 0.1311 1.8322 -0.7 -1.1 -0.3
```
Positions in Å, forces in eV/Å.

***

Entry 4:
Molecular formula: C4H5InO
Method: DFT, the ωB97M-V functional and the def2-TZVPD basis

Computed properties:
Maximum force ... 0.1481 hartree/bohr
Gap between HOMO and LUMO (alpha / beta) ... 0.2083 / 0.2669 Ha
Charge ... +3
HOMO (alpha / beta) ... -24.757 / -26.474 eV
Multiplicity ... 2
Energy relative to the best compared isomer or geometry (same formula, charge and spin) ... 3.2224 eV

```
11
Properties=species:S:1:pos:R:3:forces:R:3
C 0.1738 -2.0551 -0.7302 -0.9 0.1 -0.1
C -0.1566 -0.8004 -0.6138 1.2 0.0 -0.9
C -0.3699 0.5210 -0.6157 0.5 -0.2 -0.7
C -0.6295 1.1699 0.7378 -3.3 -1.0 2.0
O 0.6281 1.6635 0.9062 -5.8 0.7 -2.7
In 2.3113 1.2806 1.3744 7.2 -0.8 2.4
H -0.5825 -2.8390 -0.6251 -0.1 -0.7 1.0
H 1.1943 -2.3436 -1.0003 0.2 -0.2 -1.0
H -0.2557 1.1512 -1.4993 0.7 0.3 -0.1
H -1.3936 1.9531 0.6544 0.1 -0.1 0.2
H -0.9197 0.2988 1.4114 0.2 1.7 -0.1
```
Positions in Å, forces in eV/Å.

***

Entry 5:
Molecular formula: C4H5KO
Method: DFT, the ωB97M-V functional and the def2-TZVPD basis

Computed properties:
Maximum force ... 0.0579 hartree/bohr
Gap between HOMO and LUMO (alpha / beta) ... 0.3156 / 0.2506 Ha
Charge ... +1
HOMO (alpha / beta) ... -12.583 / -12.502 eV
Multiplicity ... 2
Energy relative to the best compared isomer or geometry (same formula, charge and spin) ... 0.0000 eV

```
11
Properties=species:S:1:pos:R:3:forces:R:3
C 2.2853 0.0960 0.7851 -0.6 -0.4 0.0
C 1.0168 -0.1578 0.5151 1.6 -1.7 -1.9
C 0.0008 -0.6395 -0.2192 0.6 2.3 0.7
C -1.2826 -0.0453 0.2670 0.7 0.2 0.8
O -2.1357 0.4585 -0.5950 0.1 0.4 0.1
K -3.2369 0.7845 -3.2565 0.1 0.0 0.4
H 2.8765 0.7465 0.1363 -0.4 0.4 0.6
H 2.8074 -0.4298 1.5867 -0.1 0.0 -0.3
H 0.1286 -0.8244 -1.2898 0.2 -1.1 0.5
H -1.8335 -0.6992 0.9890 0.2 0.4 0.1
H -0.6266 0.7107 1.0813 -2.4 -0.6 -1.1
```
Positions in Å, forces in eV/Å.

***

Entry 6:
Molecular formula: C4H5Li2O
Method: DFT, the ωB97M-V functional and the def2-TZVPD basis

Computed properties:
Maximum force ... 0.1157 hartree/bohr
Gap between HOMO and LUMO ... 0.2615 Ha
Charge ... +1
HOMO ... -11.734 eV
Energy relative to the best compared isomer or geometry (same formula, charge and spin) ... 0.2609 eV

```
12
Properties=species:S:1:pos:R:3:forces:R:3
O 1.2022 -0.3446 0.1131 3.1 -0.6 0.9
C -0.0497 -0.5213 -0.1492 -5.8 -0.2 -1.2
C -0.8114 0.0213 -1.0871 1.8 3.4 -2.9
Li 2.3636 -1.6476 -0.2169 -0.2 -0.1 -0.1
Li 1.5909 1.1410 1.0423 -0.4 0.0 -0.3
H -0.2789 0.5087 -1.8936 0.1 0.7 -0.4
H -1.8174 0.4029 -0.9734 -0.2 -1.2 -0.1
C -1.1092 -1.2979 0.5014 1.2 -2.8 3.5
C -1.8924 -2.2830 0.0156 0.8 1.1 0.0
H -2.5253 -2.8653 0.6700 -0.2 0.2 0.1
H -1.1025 -1.1690 1.5762 -0.4 -0.2 0.6
H -1.9364 -2.5072 -1.0412 0.2 -0.1 -0.1
```
Positions in Å, forces in eV/Å.

***

Entry 7:
Molecular formula: C4H5LiOTl
Method: DFT, the ωB97M-V functional and the def2-TZVPD basis

Computed properties:
Maximum force ... 0.0399 hartree/bohr
Gap between HOMO and LUMO ... 0.1911 Ha
Charge ... +1
HOMO ... -10.716 eV
Energy relative to the best compared isomer or geometry (same formula, charge and spin) ... 2.5061 eV

```
12
Properties=species:S:1:pos:R:3:forces:R:3
C 2.1356 -2.1388 -1.3117 0.0 -0.4 -0.3
C 2.7849 -2.8293 -2.1003 -0.4 0.7 0.6
H 3.3688 -3.4045 -2.8004 -0.2 0.2 0.3
C 2.1978 1.3211 -1.1602 -1.9 0.5 -0.5
C 1.5414 1.4904 0.1458 0.7 0.1 0.4
O 0.9464 0.5917 0.7600 -0.1 0.3 -0.4
Li 0.7573 -1.2077 -0.1425 0.6 -0.5 -0.5
H 3.2878 1.3605 -0.9946 -0.3 -0.9 -0.3
H 1.6216 0.5168 -1.6799 1.8 -0.1 0.2
H 1.9980 2.2216 -1.7625 0.1 0.1 0.3
H 1.6660 2.4702 0.6394 -0.1 -0.1 0.1
Tl 0.1349 0.8581 3.2036 0.0 0.0 0.3
```
Positions in Å, forces in eV/Å.

***

Entry 8:
Molecular formula: C4H5MgORb
Method: DFT, the ωB97M-V functional and the def2-TZVPD basis

Computed properties:
Maximum force ... 0.0201 hartree/bohr
Gap between HOMO and LUMO (alpha / beta) ... 0.2099 / 0.0667 Ha
Charge ... +1
HOMO (alpha / beta) ... -10.278 / -8.935 eV
Multiplicity ... 2
Energy relative to the best compared isomer or geometry (same formula, charge and spin) ... 0.9897 eV

```
12
Properties=species:S:1:pos:R:3:forces:R:3
C 2.2214 1.1182 -2.6076 -0.1 -0.7 0.8
C 1.9868 1.7900 -3.6139 -0.1 0.2 -0.3
H 1.8228 2.3664 -4.5103 0.1 -0.2 0.4
C -1.2955 0.3839 0.6773 -0.1 -0.6 -0.6
C -1.1787 -0.7409 1.6149 0.0 -0.1 0.3
O -0.1635 -1.4447 1.7382 -0.4 0.0 0.0
Rb 2.7195 -1.2948 0.0612 0.1 0.7 -0.8
H -1.2654 1.3087 1.2791 0.3 -0.1 -0.4
H -0.5531 0.2659 -0.1339 -0.2 0.7 0.5
H -2.3001 0.3659 0.2282 0.2 0.0 0.2
H -2.0460 -0.9501 2.2658 0.1 0.0 -0.1
Mg 0.0518 -3.1683 3.0011 0.0 0.1 0.0
```
Positions in Å, forces in eV/Å.